*i*
# C5H10N

The ion C5H10N with charge +1 (ωB97M-V/def2-TZVPD, OMol25).

Results
HOMO = -15.468 eV
net charge = +1
orbital gap = 0.45834 Ha
spin multiplicity = 1
structure (SMILES) = C[N@H+]1[C@@H]2C[C@@]21C
molecular weight = 84.14 g mol⁻¹

Cartesian coordinates (Å):
C -1.5802 -0.6169 -0.8282
N -0.6833 0.5018 -0.5410
C -0.3186 0.7867 0.8566
C 0.9376 1.6290 0.4055
C 0.6768 0.2248 -0.0512
C 1.4168 -1.3642 0.2481
H -1.5079 -1.2877 0.0712
H -2.5656 -0.1435 -0.9097
H -1.3039 -1.0966 -1.8472
H -0.9195 1.2440 -1.2006
H -0.9403 0.5258 1.6800
H 0.8090 2.4448 -0.2835
H 1.4962 1.8667 1.2732
H 2.4708 -1.2186 0.2926
H 1.0414 -2.0541 -0.4034
H 0.9708 -1.4419 1.2376

*ii*
# C5H10N

A cluster of 2 separate species, C5H10N in total (ωB97M-V/def2-TZVPD, OMol25).

Results
HOMO (spin up / spin down) = -13.957 / -14.305 eV
net charge = +1
orbital gap (spin up / spin down) = 0.29790 / 0.33039 Ha
spin multiplicity = 1
molecular weight = 84.14 g mol⁻¹

Cartesian coordinates (Å):
C 0.8402 1.3066 0.1964
C -0.9172 0.7888 -1.0118
C 0.4103 0.2506 -0.6867
C 1.1898 -2.1640 -1.3104
C -0.9780 0.2238 1.6223
N -0.5096 0.7144 0.4006
H 1.4131 0.9223 1.0318
H 0.7783 2.3599 0.0419
H -0.9769 1.7486 -1.3872
H -1.7508 0.0969 -1.1548
H 2.1094 -2.4031 -0.7773
H 1.4130 -1.6455 -2.2658
H 0.3689 -2.4588 -0.5794
H -1.6626 0.8255 2.2742
H -1.5868 -0.7492 1.3406
H -0.1412 0.1832 2.2656

What should be chosen as the most stable of them? Choose *i*.

*i*
# C5H10N

The ion C5H10N with charge +1 (ωB97M-V/def2-TZVPD, OMol25).

Results
HOMO = -14.414 eV
net charge = +1
orbital gap = 0.30688 Ha
spin multiplicity = 1
molecular weight = 84.14 g mol⁻¹

Cartesian coordinates (Å):
C -2.5365 0.4266 0.5098
C 0.5228 -0.6850 -0.8152
C -0.8951 -1.0373 -0.3544
C 1.0450 0.1038 0.2381
C 2.1049 1.1167 0.2529
N -1.3472 0.2310 0.2460
H -2.8474 1.3492 1.1319
H -3.4441 -0.3588 0.3089
H 0.9576 -1.6382 -0.8122
H 0.7947 -0.2546 -1.8325
H -1.5526 -1.3497 -1.2563
H -0.8766 -1.8610 0.3645
H 0.6098 -0.1628 1.2295
H 2.5461 1.3779 1.3430
H 1.8782 1.9961 -0.3029
H 3.0405 0.7460 -0.2513

*ii*
# C5H10N

The ion C5H10N with charge +1 (ωB97M-V/def2-TZVPD, OMol25).

Results
HOMO = -14.378 eV
net charge = +1
orbital gap = 0.30563 Ha
spin multiplicity = 1
structure (SMILES) = C=[NH+]C(=C)CC
molecular weight = 84.14 g mol⁻¹

Cartesian coordinates (Å):
C 2.1838 -1.2721 1.0501
N 1.4114 -0.4757 0.2773
C 0.0327 -0.0636 0.4722
C -0.7934 -0.6135 1.3662
C -0.3481 0.9914 -0.5000
C -1.3501 0.7772 -1.6646
H 3.3126 -1.4808 0.9652
H 1.8946 -1.4632 2.0123
H 1.7945 -0.1024 -0.6507
H -1.8288 -0.2738 1.4198
H -0.6817 -1.3872 2.0517
H 0.5364 1.4930 -1.0355
H -0.9200 1.7737 0.1222
H -1.3762 -0.1963 -2.0850
H -2.5020 0.8296 -1.3733
H -1.3655 1.4635 -2.4279

*iii*
# C5H10N

A structure of composition C5H10N (ωB97M-V/def2-TZVPD, OMol25).

Results
HOMO = -13.866 eV
net charge = +1
orbital gap = 0.37440 Ha
spin multiplicity = 1
molecular weight = 84.14 g mol⁻¹

Cartesian coordinates (Å):
C 3.2005 0.1091 0.3052
C 2.1496 -0.1492 0.9628
C 0.3969 0.3468 0.1672
C -0.9483 0.1195 -0.2142
C -1.9987 1.0739 -0.6545
N -1.3651 -1.3581 -0.0330
H 3.1405 0.5221 -0.7549
H 4.1746 -0.1124 0.6968
H 1.9883 -0.6727 1.9658
H 0.5323 1.4459 -0.1224
H -2.5503 0.4674 -1.3379
H -1.5794 1.9393 -1.1272
H -2.7438 1.4191 0.0956
H -1.2294 -1.6926 1.0012
H -0.8335 -1.9885 -0.6920
H -2.3341 -1.4697 -0.2585

What should be chosen as the most stable of them? Choose *ii*.

*i*
# CH3NO3S

An isolated molecule of CH3NO3S (ωB97M-V/def2-TZVPD, OMol25).

Results
HOMO (spin up / spin down) = -6.171 / -10.184 eV
net charge = 0
orbital gap (spin up / spin down) = 0.25144 / 0.26915 Ha
<S²> = 2.01
spin multiplicity = 3
molecular weight = 109.11 g mol⁻¹

Cartesian coordinates (Å):
C -0.3928 0.1771 -0.0525
N -1.6320 0.0621 0.4499
O 0.2197 -1.0390 -0.3092
O 0.1725 1.1482 -0.4467
O 1.9494 0.7215 0.4418
S 2.0222 -0.6627 0.1344
H -2.2113 -0.8039 0.6739
H -2.3099 0.8910 0.3767
H 2.1821 -0.4943 -1.2683

*ii*
# CH3NO3S

An isolated molecule of CH3NO3S (ωB97M-V/def2-TZVPD, OMol25).

Results
HOMO (spin up / spin down) = -6.329 / -10.444 eV
net charge = 0
orbital gap (spin up / spin down) = 0.25030 / 0.31656 Ha
<S²> = 2.00
spin multiplicity = 3
molecular weight = 109.11 g mol⁻¹

Cartesian coordinates (Å):
C -1.1520 0.5209 -0.1964
N -0.2341 -0.3305 0.4219
O 1.5345 1.2196 -0.5983
O 2.0669 -1.1843 -0.6127
O -2.3653 0.2326 0.3328
S 1.5901 -0.1242 0.2753
H 1.4846 1.3046 -1.5437
H -0.6437 -1.1457 1.0027
H -2.2809 -0.4930 0.9183

What should be chosen as the most stable of them? Choose *i*.

*i*
# C4H7ClFNO

An isolated molecule of C4H7ClFNO (ωB97M-V/def2-TZVPD, OMol25).

Results
HOMO = -10.258 eV
net charge = 0
orbital gap = 0.40427 Ha
spin multiplicity = 1
structure (SMILES) = N[C@H]1[C@@H](O)C[C@@]1(F)Cl
molecular weight = 139.56 g mol⁻¹

Cartesian coordinates (Å):
N -0.7943 0.0876 -1.3856
C 0.5225 0.2998 -0.6517
C 0.0166 0.9318 0.6987
O -1.2424 1.6017 0.4341
C -0.1905 -0.4930 1.2530
C 0.8888 -0.9427 0.1700
F 2.1645 -0.5825 0.5077
Cl 0.7159 -2.4256 -0.6739
H -0.6859 0.8748 -1.9994
H -0.5020 -0.7548 -2.0120
H 1.5875 0.5530 -1.2483
H 0.5108 1.7682 1.4528
H -1.7026 0.8767 0.0241
H -0.0816 -1.0097 2.3802
H -1.2073 -0.7854 1.0505

*ii*
# C4H7ClFNO

An isolated molecule of C4H7ClFNO (ωB97M-V/def2-TZVPD, OMol25).

Results
HOMO = -9.965 eV
net charge = 0
orbital gap = 0.39465 Ha
spin multiplicity = 1
structure (SMILES) = NC1([C@H](F)Cl)COC1
molecular weight = 139.56 g mol⁻¹

Cartesian coordinates (Å):
N -0.5388 -1.2319 -0.9968
C -0.0670 -0.1445 -0.1172
C 0.6499 0.9096 -0.8598
F 1.6743 0.2697 -1.4573
Cl 1.1734 2.3314 0.1252
C -1.1815 0.3496 0.8180
O -0.4028 -0.1218 1.9794
C 0.6800 -0.6576 1.1432
H -1.2102 -0.7985 -1.6420
H 0.2312 -1.5361 -1.5740
H 0.0059 1.2533 -1.6036
H -1.2743 1.4019 0.7990
H -2.1604 -0.1231 0.6455
H 0.7877 -1.7246 1.3263
H 1.6326 -0.1775 1.4140

What should be chosen as the most stable of them? Choose *ii*.

*i*
# CH3N4S

A cluster of 2 separate species, CH3N4S in total (ωB97M-V/def2-TZVPD, OMol25).

Results
HOMO (spin up / spin down) = -2.139 / -3.362 eV
net charge = -1
orbital gap (spin up / spin down) = 0.19434 / 0.27707 Ha
spin multiplicity = 1
molecular weight = 103.13 g mol⁻¹

Cartesian coordinates (Å):
C -0.7902 0.0016 0.5548
N 1.2543 0.0353 -0.2353
N -0.6197 -1.1281 -0.2089
N 0.5001 0.7280 0.5198
N 0.6206 -1.0924 -0.6417
S 1.3219 -2.1451 -1.6436
H -1.6438 0.6230 0.2901
H -1.1873 -0.2073 1.5588
H 0.5441 3.1851 -0.1939

*ii*
# CH3N4S

The ion CH3N4S with charge -1 (ωB97M-V/def2-TZVPD, OMol25).

Results
HOMO (spin up / spin down) = -3.323 / -3.509 eV
net charge = -1
orbital gap (spin up / spin down) = 0.26368 / 0.27290 Ha
spin multiplicity = 1
molecular weight = 103.13 g mol⁻¹

Cartesian coordinates (Å):
C -0.2552 -0.4498 -0.9035
N -0.2109 0.3461 1.6057
N 1.0145 -0.4350 -0.1495
N -1.4215 0.1216 -0.1811
N 0.7839 -0.0060 1.0187
S 2.0952 0.6390 2.1355
H 0.0788 0.0810 -1.7823
H -0.5413 -1.4783 -1.2604
H -1.5434 1.1814 -0.4830

What should be chosen as the most stable of them? Choose *ii*.

*i*
# C4H6N2O2

An isolated molecule of C4H6N2O2 (ωB97M-V/def2-TZVPD, OMol25).

Results
HOMO = -8.538 eV
net charge = 0
orbital gap = 0.33922 Ha
spin multiplicity = 1
structure (SMILES) = O=C1NN[C@H]2C[C@]12O
molecular weight = 114.10 g mol⁻¹

Cartesian coordinates (Å):
O 2.0555 0.7999 -1.3296
C 1.1974 0.2626 -0.6489
N 0.7700 -1.1188 -0.8944
N -0.5306 -1.4653 -0.4368
C -1.0086 -0.0912 -0.3491
C -1.1565 1.0803 0.5690
C 0.2347 0.6506 0.4480
O 0.4879 -0.1594 1.6076
H 1.0000 -1.4462 -1.8273
H -0.4026 -1.7544 0.5185
H -0.9805 0.2588 -1.4038
H -1.6058 1.9361 0.0857
H -1.4088 1.0005 1.6470
H 1.3477 0.0466 2.0141

*ii*
# C4H6N2O2

An isolated molecule of C4H6N2O2 (ωB97M-V/def2-TZVPD, OMol25).

Results
HOMO = -9.593 eV
net charge = 0
orbital gap = 0.37720 Ha
spin multiplicity = 1
structure (SMILES) = O=C(O)[C@@H]1CC=NN1
molecular weight = 114.10 g mol⁻¹

Cartesian coordinates (Å):
O 2.7057 0.5123 -0.5571
C 1.7749 -0.0976 -0.1096
O 1.9300 -0.9787 0.9687
C 0.3392 0.1176 -0.5142
C -0.4525 0.9970 0.3789
C -1.7960 0.2852 0.3596
N -1.7012 -0.7813 -0.2862
N -0.3495 -1.1346 -0.4862
H 1.1163 -1.5409 1.0186
H 0.1658 0.5879 -1.4655
H -0.6413 1.9681 -0.0701
H -0.0873 1.2759 1.4014
H -2.7531 0.5848 0.6955
H -0.2511 -1.7956 -1.3339

What should be chosen as the most stable of them? Choose *ii*.

*i*
# C4H6N2O2

A structure of composition C4H6N2O2 (ωB97M-V/def2-TZVPD, OMol25).

Results
HOMO = -8.843 eV
net charge = 0
orbital gap = 0.34415 Ha
spin multiplicity = 1
molecular weight = 114.10 g mol⁻¹

Cartesian coordinates (Å):
C 0.0059 -2.2382 1.0441
N 0.4057 0.6996 -1.5874
C -0.0922 1.4393 -0.1488
N -1.4115 1.3076 0.1128
O 1.6389 1.2467 -1.9589
C 0.4584 -0.3291 -0.7203
C 0.4912 -1.2755 0.0687
O 0.6073 2.3446 0.2587
H 2.0410 1.7039 -1.1913
H -1.9136 0.5241 -0.2791
H -1.8979 2.0896 0.5123
H 0.8306 -2.5493 1.6954
H -0.8098 -1.8138 1.6486
H -0.3539 -3.1494 0.5453

*ii*
# C4H6N2O2

An isolated molecule of C4H6N2O2 (ωB97M-V/def2-TZVPD, OMol25).

Results
HOMO = -10.129 eV
net charge = 0
orbital gap = 0.37341 Ha
spin multiplicity = 1
structure (SMILES) = OCC1(O)C=NN=C1
molecular weight = 114.10 g mol⁻¹

Cartesian coordinates (Å):
O -1.5398 -1.4133 0.0027
C -1.6147 -0.0076 -0.0024
C -0.1955 0.5384 0.0030
O -0.3569 1.9406 -0.0038
C 0.6485 -0.0027 -1.1267
N 1.6642 -0.6642 -0.7365
N 1.6811 -0.6415 0.7292
C 0.6667 0.0133 1.1304
H -2.4374 -1.7533 0.0809
H -2.1144 0.4005 -0.8934
H -2.1137 0.3923 0.8850
H 0.5150 2.3521 -0.0463
H 0.4244 0.1217 -2.1774
H 0.4526 0.1594 2.1846

*iii*
# C4H6N2O2

A structure of composition C4H6N2O2 (ωB97M-V/def2-TZVPD, OMol25).

Results
HOMO = -8.223 eV
net charge = 0
orbital gap = 0.32292 Ha
spin multiplicity = 1
molecular weight = 114.10 g mol⁻¹

Cartesian coordinates (Å):
C -1.0815 1.1514 0.3195
C 1.1011 0.1082 0.3526
C 1.6439 -1.1822 -0.0569
C 0.1613 -0.7093 -0.0627
H -2.3943 0.0996 -0.9944
H -1.9834 1.6329 0.7168
H 0.8252 0.2344 1.5123
H 2.0209 -1.8360 0.6464
H 2.3684 -1.1931 -0.9488
H -0.0602 -0.4853 -1.2730
N -1.1290 -0.2601 0.4234
N -0.1550 1.8125 -0.2421
O -2.3157 -0.8459 -0.1925
O 0.9984 1.4728 -0.2005

What should be chosen as the most stable of them? Choose *ii*.